DFT (ωB97M-V/def2-TZVPD) results for the molecule C11H17NSi in a non-equilibrium geometry.

Properties
Kohn-Sham gap (spin up / spin down)	7.25 / 6.53	eV
ΔE to the lowest compared entry with this formula, charge and spin	4.820	eV
total energy	-21044.398	eV

Positions of all 30 atoms, in Å:
C: -2.332 -1.509 -2.135
C: -1.856 -1.487 -0.779
C: -0.901 -0.759 -0.009
C: 0.263 -0.246 -0.363
C: -1.870 -1.357 -3.345
C: -2.964 -2.042 0.183
C: -1.385 -0.730 1.460
C: -2.360 -1.850 1.565
C: 3.312 0.345 -0.243
C: 1.354 1.778 1.730
C: 1.238 2.465 -1.351
N: -1.595 -0.717 -4.327
Si: 1.524 1.011 -0.094
H: -3.202 -2.048 -2.143
H: -3.850 -1.471 -0.067
H: -3.048 -3.156 0.006
H: -0.473 -0.919 2.167
H: -1.988 0.112 1.923
H: -3.218 -1.486 2.292
H: -1.937 -2.845 2.006
H: 3.017 -0.783 -0.097
H: 3.807 0.323 -1.172
H: 3.934 0.629 0.598
H: 2.120 2.525 1.914
H: 0.224 2.095 1.767
H: 1.641 1.125 2.459
H: 0.193 2.469 -1.563
H: 1.479 3.462 -1.022
H: 1.757 2.337 -2.249
H: -0.909 -0.954 -4.923